1.
Formula: C4H9Cl12InPS
Source: the OMol25 dataset
Level of theory: the ωB97M-V functional and the def2-TZVPD basis

The gap between HOMO and LUMO is 6.062 eV. The total energy comes out at -179859.73199 eV. Its charge is -1.

```
28
Properties=species:S:1:pos:R:3:mulliken_charge:R:1
S 2.189 -3.212 2.275 -0.523
P 1.528 -1.429 1.814 0.116
In -0.993 -1.604 1.620 0.488
H 1.812 -0.433 2.855 -0.142
H 2.208 -1.024 0.584 0.028
H -1.903 -0.407 2.662 -0.324
H -1.448 -1.504 -0.113 -0.240
H -1.480 -3.237 2.249 -0.286
C 3.822 0.231 5.188 0.040
Cl 4.293 -1.324 4.480 -0.072
Cl 5.236 1.066 5.852 -0.155
Cl 3.011 1.244 3.981 -0.126
H 3.120 0.039 6.004 0.294
C -2.993 1.929 -1.427 0.063
Cl -4.338 1.010 -0.730 -0.136
Cl -3.318 3.669 -1.342 -0.121
Cl -1.477 1.538 -0.597 -0.009
H -2.892 1.649 -2.478 0.162
C -0.245 4.016 -3.735 -0.057
Cl 0.283 4.247 -2.059 -0.080
Cl -0.959 2.408 -3.946 -0.079
Cl -1.399 5.276 -4.203 -0.121
H 0.631 4.092 -4.385 0.349
C -0.845 -3.640 -2.979 -0.001
Cl -0.317 -3.409 -1.303 -0.062
Cl -1.559 -5.248 -3.189 -0.153
Cl -1.999 -2.381 -3.447 -0.130
H 0.031 -3.564 -3.629 0.276
```

---

2.
Formula: C20H25N3O5S2
Source: the OMol25 dataset
Level of theory: the ωB97M-V functional and the def2-TZVPD basis

As for the energy above the lowest of the compared OMol25 structures with the same formula, charge and spin: 41.15 kJ/mol. The gap between HOMO and LUMO is 9.471 eV. The total energy comes out at -57523.88181 eV.

```
55
Properties=species:S:1:pos:R:3:mulliken_charge:R:1
C -4.417 -2.596 2.165 -1.035
H -3.445 -2.122 2.276 0.193
C -5.267 -1.830 1.160 -0.439
C -4.615 -1.792 -0.221 -0.850
N -3.360 -1.077 -0.183 0.154
C -2.202 -1.598 -0.589 0.148
O -2.057 -2.712 -1.057 -0.719
C -1.019 -0.612 -0.421 0.296
N -1.285 0.593 -1.185 0.275
S -1.787 1.979 -0.426 1.371
O -2.652 1.542 0.641 -0.888
O -2.353 2.802 -1.457 -0.774
C -0.392 2.841 0.275 -0.026
C 0.331 3.695 -0.535 -0.274
C 1.410 4.376 -0.002 -0.746
C 1.747 4.195 1.330 -0.420
C 1.003 3.349 2.135 -0.663
C -0.078 2.665 1.606 -0.109
H -0.681 2.006 2.209 0.456
H 1.267 3.214 3.173 0.422
H 2.596 4.720 1.742 0.393
H 1.990 5.040 -0.624 0.421
H 0.028 3.826 -1.563 0.519
C -0.663 0.680 -2.478 -0.938
C 0.870 0.596 -2.372 -0.617
N 1.269 -0.280 -1.286 0.267
S 2.089 0.384 0.015 1.911
O 1.310 0.306 1.220 -0.725
O 2.606 1.661 -0.384 -0.734
C 3.439 -0.782 0.137 -0.183
C 4.411 -0.761 -0.845 -0.560
C 5.447 -1.678 -0.790 -0.725
C 5.494 -2.605 0.241 -0.358
C 4.515 -2.616 1.221 -0.752
C 3.478 -1.697 1.170 -0.135
H 2.704 -1.669 1.920 0.465
H 4.558 -3.337 2.023 0.403
H 6.302 -3.320 0.282 0.388
H 6.216 -1.672 -1.547 0.396
H 4.344 -0.021 -1.626 0.417
C 0.289 -1.263 -0.894 -1.693
H 0.719 -1.859 -0.089 0.336
H 0.079 -1.925 -1.739 0.484
H 1.313 1.571 -2.162 0.388
H 1.288 0.210 -3.309 0.431
H -1.041 -0.143 -3.095 0.315
H -0.984 1.623 -2.919 0.520
H -0.942 -0.328 0.632 0.721
H -3.361 -0.131 0.188 0.188
H -5.288 -1.304 -0.936 0.337
H -4.395 -2.803 -0.573 0.410
H -5.413 -0.805 1.509 0.301
H -6.248 -2.300 1.069 0.355
H -4.903 -2.620 3.137 0.366
H -4.261 -3.619 1.829 0.314
```